1.
Molecular formula: C19H20CsF3N6O10
Method: DFT, ωB97M-V/def2-TZVPD

The geometry in XYZ format:
```
59
C19H20CsF3N6O10 ωB97M-V/def2-TZVPD
Cs -1.4704 0.2244 0.9342
O -3.0481 1.0403 -0.9920
C -2.6114 2.1857 -0.7400
O -2.4461 2.6610 0.4010
C -2.1514 3.0180 -1.9210
C -3.0024 3.8223 -2.6031
C -2.5229 4.5731 -3.7033
C -1.2072 4.5015 -4.0954
C -0.3327 3.6726 -3.4020
C -0.7366 2.8728 -2.2679
O -0.0144 2.1192 -1.5950
N 1.0307 3.6695 -3.8829
O 1.8612 2.9549 -3.3441
O 1.3253 4.4236 -4.8114
N -3.4191 5.4272 -4.4331
O -2.9888 6.0718 -5.3865
O -4.5923 5.4831 -4.0779
H -4.0421 3.8931 -2.3209
H -0.8534 5.0801 -4.9329
N 2.3858 -1.5872 -1.9121
C 3.5858 -0.7911 -1.6913
C 3.3481 0.7077 -1.4697
N 2.4068 0.9887 -0.3829
H 1.8527 -1.1670 -2.6689
H 1.8062 -1.5050 -1.0790
H 4.2497 -0.9136 -2.5558
H 4.1117 -1.2187 -0.8295
H 2.9650 1.1419 -2.3977
H 4.3131 1.1959 -1.2782
H 1.5910 1.4704 -0.7564
H 2.8217 1.5979 0.3079
C -2.9732 -4.4279 1.8450
C -1.7628 -4.6628 0.9655
O -1.8315 -5.3282 -0.0640
N -0.6245 -4.1051 1.4034
C 0.5961 -4.2277 0.6387
C 1.7006 -3.5600 1.4098
C 2.5065 -4.2791 2.2844
C 3.4294 -3.5998 3.0611
C 3.5235 -2.2243 2.9247
C 2.6936 -1.5970 2.0058
N 1.8015 -2.2414 1.2692
H -3.8007 -4.1124 1.2105
H -2.7930 -3.6824 2.6163
H -3.2474 -5.3746 2.3114
H -0.6125 -3.5934 2.2886
H 0.4944 -3.7379 -0.3341
H 0.8219 -5.2825 0.4542
H 2.3807 -5.3497 2.3647
H 4.0522 -4.1333 3.7680
H 4.2164 -1.6374 3.5119
H 2.7450 -0.5276 1.8366
F -1.1827 -0.6862 6.0318
C -0.1674 -0.8141 5.1484
F 0.1746 0.4275 4.7859
F 0.8746 -1.3017 5.8429
C -0.5923 -1.7246 3.9477
O -0.3257 -2.9253 4.0657
O -1.1623 -1.1362 3.0214
```

The spin multiplicity is 1. As for the LUMO energy: 3.8 eV. The calculation puts the orbital gap at 6.65 eV. As for the net charge: -2. The value obtained for the energy above the lowest of the compared OMol25 structures with the same formula, charge and spin is 109.4 kJ/mol.


2.
Molecular formula: C32H51N4O2OsP2
Method: DFT, ωB97M-V/def2-TZVPD

The geometry in XYZ format:
```
92
C32H51N4O2OsP2 ωB97M-V/def2-TZVPD
C -1.5928 -1.5742 -2.4004
C 0.5716 -2.3992 -1.9355
C -1.7797 -2.5435 -3.3843
C 0.3139 -3.5283 -2.7511
C -0.8442 -3.5724 -3.4955
H -2.6632 -2.4658 -4.0135
H 1.0960 -4.2808 -2.7913
H -1.0417 -4.4125 -4.1593
N -0.5033 -1.6171 -1.6072
P -2.2807 0.0915 -0.3566
P 2.2730 -0.5978 -0.5009
C -2.4891 -0.3681 -2.1646
H -2.1443 0.4741 -2.7903
H -3.5262 -0.5649 -2.4658
C 0.4194 1.2875 0.9596
O 0.7065 2.1262 1.7419
C 1.8385 -1.9636 -1.5244
H 2.6822 -2.6289 -1.7816
C 3.6376 0.1042 -1.7150
C 3.1219 -1.1800 1.1069
C -3.0961 1.7737 -0.2542
C -3.3393 -1.2735 0.4451
C 3.6303 1.6221 -1.5126
H 3.8364 1.8915 -0.4666
H 4.4118 2.0810 -2.1399
H 2.6681 2.0652 -1.7975
C 5.0370 -0.4817 -1.4678
H 5.4526 -0.2661 -0.4815
H 5.0476 -1.5663 -1.6366
H 5.7231 -0.0423 -2.2102
C 3.3478 -0.2929 -3.1740
H 4.0899 0.1825 -3.8329
H 3.4347 -1.3759 -3.3224
H 2.3609 0.0166 -3.5226
C 3.8528 0.0474 1.6873
H 3.1537 0.8795 1.8610
H 4.2914 -0.2357 2.6550
H 4.6603 0.4113 1.0418
C 2.0521 -1.6425 2.1066
H 1.3167 -0.8524 2.3031
H 1.5187 -2.5332 1.7478
H 2.5452 -1.8826 3.0628
C 4.0703 -2.3708 0.9191
H 4.9408 -2.1555 0.2947
H 4.4486 -2.6462 1.9172
H 3.5420 -3.2387 0.5005
C -3.9133 -0.7746 1.7725
H -4.4518 -1.6114 2.2415
H -3.0964 -0.4843 2.4440
H -4.6252 0.0498 1.6560
C -2.4396 -2.4846 0.7346
H -2.0555 -2.9389 -0.1861
H -1.6015 -2.1944 1.3805
H -3.0364 -3.2405 1.2656
C -4.4874 -1.7360 -0.4659
H -5.1144 -2.4244 0.1197
H -5.1287 -0.9092 -0.7920
H -4.1227 -2.2843 -1.3432
C -2.4019 2.7488 -1.2214
H -2.5084 2.4437 -2.2701
H -2.8718 3.7378 -1.1098
H -1.3338 2.8551 -0.9864
C -2.9449 2.3295 1.1709
H -1.8885 2.4310 1.4524
H -3.4058 3.3267 1.1933
H -3.4432 1.7082 1.9197
C -4.5743 1.6611 -0.6437
H -4.6991 1.2808 -1.6658
H -5.1548 1.0412 0.0469
H -5.0027 2.6731 -0.6156
Os 0.0189 -0.0654 -0.2187
N 0.3523 0.7685 -1.8200
C 0.6490 1.1177 -2.9032
C 0.6877 2.0468 -3.9773
C 0.4807 3.4240 -3.7249
C 0.9038 1.6084 -5.3007
C 0.5437 4.3490 -4.7699
H 0.2636 3.7471 -2.7038
C 0.9900 2.5434 -6.3342
H 0.9816 0.5312 -5.4690
C 0.8141 3.9082 -6.0719
H 0.3678 5.4100 -4.5689
H 1.1770 2.1816 -7.3513
H 0.8683 4.6171 -6.8945
N 0.1766 0.5291 4.4668
C -0.7910 -0.3318 4.0115
N -1.4347 -1.0472 4.9851
O -1.0565 -0.4580 2.7994
H 0.1521 0.7753 5.4411
H 0.4371 1.2594 3.8005
H -2.0594 -1.7736 4.6715
H -1.0361 -1.1153 5.9137
```

The spin multiplicity is 5. As for the LUMO energy (spin up / spin down): -9.8 / -13.8 eV. The calculation puts the orbital gap (spin up / spin down) at 5.19 / 2.86 eV. As for the net charge: +3. The value obtained for the energy above the lowest of the compared OMol25 structures with the same formula, charge and spin is 0.0 kJ/mol.


3.
Molecular formula: C28H43BaNO3SSe4Si4
Method: DFT, ωB97M-V/def2-TZVPD

The geometry in XYZ format:
```
85
C28H43BaNO3SSe4Si4 ωB97M-V/def2-TZVPD
Ba -0.4369 1.1846 0.9050
O -1.8222 -0.0310 2.1385
C -1.7480 -1.4538 2.2416
C -0.3936 -1.8791 1.5596
O -0.0688 -3.0565 1.6557
O 0.2263 -0.9483 0.9570
C -1.6688 -1.9257 3.6792
C -1.2612 -1.0509 4.6800
C -1.1101 -1.5061 5.9833
C -1.3469 -2.8358 6.2934
C -1.7451 -3.7145 5.2930
C -1.9070 -3.2627 3.9944
C -2.9093 -2.0644 1.4594
C -4.1752 -2.1051 2.0373
C -5.2608 -2.5850 1.3237
C -5.0929 -3.0290 0.0202
C -3.8383 -2.9814 -0.5669
C -2.7512 -2.5019 0.1492
H -2.5966 0.3079 2.6220
H -1.0600 -0.0056 4.4609
H -0.8040 -0.8101 6.7548
H -1.2213 -3.1879 7.3109
H -1.9244 -4.7565 5.5306
H -2.2009 -3.9428 3.2072
H -4.3086 -1.7561 3.0548
H -6.2418 -2.6084 1.7818
H -5.9397 -3.4018 -0.5433
H -3.7022 -3.3125 -1.5889
H -1.7741 -2.4743 -0.3172
Se -0.7773 2.6660 4.4498
Se -1.4538 4.4455 3.1293
Se -3.6841 4.1033 2.6194
Se -3.7892 2.7695 0.7136
S 3.8261 1.5518 2.0790
C 3.3041 0.1094 2.7389
N 3.2549 -1.0201 1.9648
C 2.9046 -2.2409 2.4240
C 2.5896 -2.4212 3.7327
C 2.5764 -1.2914 4.5787
C 2.9271 -0.0630 4.0989
H 3.3863 -0.8767 0.9716
H 2.8601 -3.0391 1.7001
H 2.2957 -3.3951 4.0922
H 2.2682 -1.4033 5.6109
H 2.8991 0.8215 4.7169
C 3.1284 3.9647 -1.4760
Si 1.6367 3.5917 -2.5961
C 2.2515 3.8906 -4.3853
C 0.3586 4.9621 -2.2736
Si 0.7375 1.4939 -2.0268
Si 2.4065 -0.0780 -2.5808
C 2.8545 -0.2722 -4.4323
C 4.0766 0.2727 -1.7281
C 1.8997 -1.8302 -2.0286
Si -0.9774 1.0668 -3.5809
C -0.5474 1.0642 -5.4486
C -2.3852 2.3228 -3.3870
C -1.7496 -0.6468 -3.2646
H 3.4509 5.0084 -1.5259
H 3.9829 3.3350 -1.7383
H 2.8768 3.7440 -0.4350
H 2.6448 4.9015 -4.5301
H 1.4365 3.7417 -5.0988
H 3.0434 3.1813 -4.6423
H 0.7911 5.9658 -2.3096
H -0.0896 4.8299 -1.2850
H -0.4547 4.9217 -3.0024
H 3.1620 0.6878 -4.8554
H 1.9813 -0.6091 -4.9964
H 3.6620 -0.9921 -4.6015
H 4.7059 0.9128 -2.3528
H 4.6410 -0.6425 -1.5200
H 3.9370 0.8027 -0.7833
H 1.0834 -2.2084 -2.6508
H 1.5288 -1.8174 -0.9997
H 2.7222 -2.5501 -2.0895
H -0.1176 2.0236 -5.7482
H -1.4225 0.8739 -6.0784
H 0.1968 0.2950 -5.6674
H -2.0650 3.3192 -3.7016
H -2.6988 2.3994 -2.3416
H -3.2669 2.0527 -3.9757
H -1.0337 -1.4508 -3.4569
H -2.6331 -0.8267 -3.8839
H -2.0598 -0.7233 -2.2182
```

The spin multiplicity is 1. As for the LUMO energy: 3.9 eV. The calculation puts the orbital gap at 5.20 eV. As for the net charge: -2. The value obtained for the energy above the lowest of the compared OMol25 structures with the same formula, charge and spin is 189.8 kJ/mol.